[1]
Entry from OMol25: a cluster of 2 separate species, C2HCl2F3S in total at a distorted geometry (ωB97M-V/def2-TZVPD).

Computed properties:
Energy above the lowest of the compared OMol25 structures with the same formula, charge and spin = 89.1 kcal per mole
HOMO energy (alpha / beta) = -10.16 / -8.20 eV
Lowest unoccupied orbital energy (alpha / beta) = -0.61 / -1.93 eV
Spin multiplicity = 1
Total charge = 0
Electronic energy = -46118.81570 eV

XYZ file:
```
9
Properties=species:S:1:pos:R:3:forces:R:3
Cl 2.6876 0.5311 0.1003 -0.5 -0.3 0.2
Cl 2.2852 -2.0008 1.5358 -0.1 0.5 -0.2
C 0.5255 -1.6759 -2.1041 -2.1 0.7 -2.6
H -0.1125 -0.2078 -0.5596 -0.2 0.5 -0.1
F -0.3526 -2.6109 -2.4673 0.8 -0.5 0.8
C 1.6068 -0.5320 0.9156 0.1 -0.4 0.1
F -0.1534 -0.5163 -2.3557 0.5 0.0 0.6
S -0.1313 -0.4548 0.7358 0.6 0.0 0.8
F 1.5497 -1.6583 -2.9094 0.8 -0.5 0.4
```
Positions in Å, forces in eV/Å.

Atomic partial charges in e from the Mulliken method, atoms 1 to 2: atom 1 (Cl): -0.116, atom 2 (Cl): -0.121


[2]
Entry from OMol25: a cluster of 2 separate species, C2HCl2O2P in total at a distorted geometry (ωB97M-V/def2-TZVPD).

Computed properties:
Energy above the lowest of the compared OMol25 structures with the same formula, charge and spin = 45.8 kcal per mole
HOMO energy (alpha / beta) = -9.80 / -9.80 eV
Lowest unoccupied orbital energy (alpha / beta) = -1.68 / -1.68 eV
Spin multiplicity = 1
Total charge = 0
Electronic energy = -40516.58647 eV

XYZ file:
```
8
Properties=species:S:1:pos:R:3:forces:R:3
Cl -1.5840 1.7071 0.7120 -0.2 0.1 -0.8
O 2.7636 0.7846 -1.4333 -0.4 0.1 1.0
O -0.7850 2.2173 -1.7927 -0.5 -1.3 0.6
C -0.9139 1.3284 -1.0140 0.5 1.9 0.9
C 1.9843 0.8064 -0.5611 -2.0 -1.2 -1.4
P -0.1826 -0.3325 -1.0143 2.4 0.2 -1.0
H -0.5635 -0.7210 0.2605 0.0 0.2 0.6
Cl 1.9699 1.6447 0.9351 0.3 0.0 0.0
```
Positions in Å, forces in eV/Å.

Atomic partial charges in e from the Mulliken method, atoms 1 to 2: atom 1 (Cl): -0.220, atom 2 (O): -0.303